No. 1
Below is C13H21CaN4O2 as an isolated structure, with properties calculated with wB97M-V/def2-TZVPD.

```
41
Properties=species:S:1:pos:R:3:forces:R:3:nbo_charge:R:1
Ca 1.086 -0.370 -0.025 -0.2 -2.1 1.3 1.7657
C -0.742 1.402 -1.652 0.0 -0.1 -0.2 -0.2365
C -0.479 0.185 -2.537 -0.1 0.3 0.1 -0.2395
N -0.329 -1.041 -1.727 -0.8 -0.5 -0.9 -0.7035
C -1.586 -1.583 -1.189 -0.2 0.0 0.1 -0.2783
C -1.858 -1.167 0.247 -0.3 -0.1 0.1 0.2367
C -3.104 -1.341 0.829 0.0 0.0 0.0 -0.2468
C -3.286 -0.924 2.140 0.1 0.0 0.0 -0.1111
C -2.241 -0.315 2.822 0.0 0.0 0.0 -0.2457
C -1.022 -0.176 2.176 -0.3 0.0 0.2 0.2280
C 0.165 0.498 2.848 -0.2 0.0 0.1 -0.2766
N 1.252 0.841 1.918 0.1 0.6 1.2 -0.7057
C 1.233 2.242 1.447 -0.2 0.1 -0.2 -0.2401
C 0.133 2.454 0.410 0.1 0.1 0.2 -0.2365
N 0.398 1.604 -0.754 -0.6 1.6 -0.5 -0.7158
N -0.845 -0.636 0.935 -1.9 -0.1 0.9 -0.6160
H -0.948 2.274 -2.279 -0.1 0.0 0.0 0.2145
H -1.623 1.217 -1.033 0.0 0.1 0.0 0.1985
H -1.279 0.087 -3.276 0.0 0.0 0.0 0.2067
H 0.463 0.346 -3.067 0.0 -0.1 -0.1 0.2246
H 0.088 -1.743 -2.327 0.0 0.0 0.0 0.3999
H -2.441 -1.292 -1.808 0.0 0.0 0.0 0.2145
H -1.544 -2.675 -1.212 0.0 0.0 -0.1 0.2390
H -3.921 -1.786 0.274 0.0 0.0 0.0 0.2390
H -4.246 -1.054 2.621 0.0 0.0 0.0 0.2412
H -2.380 0.047 3.832 0.0 0.0 0.0 0.2392
H -0.195 1.387 3.378 0.0 0.0 0.0 0.2150
H 0.543 -0.187 3.611 0.1 0.0 0.0 0.2395
H 2.142 0.689 2.377 0.0 0.0 0.1 0.4034
H 1.098 2.943 2.276 0.0 0.0 0.0 0.2063
H 2.198 2.443 0.976 0.0 0.0 0.1 0.2289
H -0.827 2.147 0.832 -0.1 0.1 0.0 0.1980
H 0.064 3.515 0.153 0.0 0.0 0.0 0.2142
H 1.185 1.980 -1.277 0.0 0.0 0.0 0.4046
C 3.068 -2.341 -1.805 0.2 0.3 0.1 -0.7338
C 3.567 -0.903 -1.593 0.6 0.0 -0.2 0.7825
O 4.602 -0.532 -2.097 -0.2 0.0 0.0 -0.5971
O 2.774 -0.169 -0.851 3.9 0.1 -2.1 -1.0016
H 3.851 -2.942 -2.258 0.0 0.0 0.0 0.2544
H 2.212 -2.332 -2.483 0.0 0.0 0.0 0.1954
H 2.776 -2.788 -0.850 0.0 -0.1 0.0 0.1948
```
Forces are in eV/Å.

## Properties
Total charge: +1
ΔE to the lowest compared entry with this formula, charge and spin, eV: 0.843
Highest occupied orbital energy, eV: -11.6


No. 2
Below is C13H21Cl3O14S2 as an isolated structure, with properties calculated with wB97M-V/def2-TZVPD.

```
53
Properties=species:S:1:pos:R:3:forces:R:3:nbo_charge:R:1
C -25.589 -13.054 -17.117 0.2 -0.1 0.4 -0.2843
Cl -26.531 -11.677 -17.658 0.0 0.1 -0.2 0.0298
Cl -26.321 -13.788 -15.674 0.0 0.0 -0.1 0.0031
Cl -23.926 -12.582 -16.760 0.0 0.0 -0.1 0.0268
H -25.571 -13.811 -17.888 0.0 0.1 -0.1 0.2293
C -25.350 -10.058 -21.760 0.2 -0.1 0.1 -0.6285
C -26.810 -10.026 -22.132 0.0 -1.1 0.1 0.0694
C -27.245 -11.156 -23.103 0.5 0.7 -0.4 -0.0932
O -28.259 -11.864 -22.416 -0.2 -0.1 0.1 -0.4819
C -28.431 -11.356 -21.178 0.2 0.1 -0.2 0.9840
O -29.239 -11.743 -20.398 0.0 -0.2 0.1 -0.6017
O -27.556 -10.363 -20.943 -0.2 0.4 -0.1 -0.4942
H -25.162 -9.429 -20.890 0.0 0.2 -0.2 0.2343
H -24.719 -9.757 -22.596 0.0 0.1 0.0 0.2228
H -25.060 -11.067 -21.459 -0.1 -0.1 -0.1 0.2147
H -27.141 -9.068 -22.526 0.0 0.2 0.3 0.1935
H -26.423 -11.817 -23.379 0.0 -0.2 0.3 0.1891
H -27.630 -10.726 -24.027 -0.3 -0.2 0.0 0.1942
C -28.581 -7.226 -15.153 0.3 0.4 -0.2 -0.6341
C -29.596 -6.730 -14.156 0.3 -0.3 0.6 0.0688
C -29.326 -7.214 -12.713 -0.5 -0.4 -0.5 -0.0918
O -28.876 -6.054 -12.027 0.0 -0.1 0.1 -0.4954
C -29.239 -4.962 -12.742 -0.2 -0.4 -0.3 0.9723
O -29.339 -3.868 -12.302 0.3 0.4 0.1 -0.5727
O -29.500 -5.302 -14.026 -0.3 0.0 0.1 -0.4973
H -27.573 -6.979 -14.808 0.0 -0.1 0.1 0.2087
H -28.691 -6.723 -16.115 -0.2 -0.1 0.0 0.2203
H -28.666 -8.301 -15.280 0.0 0.0 0.0 0.2327
H -30.618 -7.013 -14.394 0.0 0.2 -0.4 0.1994
H -28.614 -8.037 -12.700 0.3 0.3 0.2 0.1955
H -30.246 -7.580 -12.255 0.0 0.1 0.1 0.1893
C -29.762 -12.508 -16.566 -1.5 -0.7 0.4 -0.1221
C -30.181 -11.401 -17.519 1.6 -0.5 -0.7 -0.0999
O -30.827 -10.413 -16.722 -0.4 -0.1 0.2 -0.6832
S -30.791 -10.811 -15.176 -0.6 -0.2 -0.3 2.5726
O -31.979 -11.496 -14.824 -0.2 0.0 -0.1 -0.9038
O -30.395 -9.681 -14.427 0.4 0.3 0.3 -0.9230
O -29.604 -11.855 -15.290 0.7 0.3 0.0 -0.6956
H -28.908 -13.118 -16.827 0.4 0.5 0.0 0.2237
H -30.604 -13.199 -16.429 0.1 0.0 -0.1 0.2030
H -30.741 -11.843 -18.341 -0.7 0.5 0.2 0.2239
H -29.312 -10.935 -17.983 -0.1 0.1 0.1 0.2012
C -30.030 -14.553 -13.273 0.0 -0.9 -0.4 -0.1017
C -30.505 -15.210 -11.968 -0.4 -0.2 0.1 -0.1137
O -31.902 -15.477 -12.192 0.0 0.1 0.0 -0.6845
S -32.493 -14.248 -13.023 0.2 -0.3 -0.1 2.5659
O -32.602 -13.102 -12.202 0.1 0.3 0.4 -0.9046
O -33.595 -14.714 -13.770 -0.1 -0.1 -0.3 -0.8863
O -31.210 -14.114 -13.961 -0.1 0.4 0.1 -0.6938
H -29.648 -15.327 -13.939 0.4 0.1 0.1 0.1927
H -29.284 -13.777 -13.129 -0.3 0.3 -0.1 0.2109
H -30.424 -14.602 -11.069 0.2 0.2 -0.1 0.2047
H -30.037 -16.180 -11.830 0.1 0.1 0.2 0.2105
```
Forces are in eV/Å.

## Properties
Total charge: 0
ΔE to the lowest compared entry with this formula, charge and spin, eV: 0.000
Highest occupied orbital energy, eV: -10.5


No. 3
Below is C13H21ClEuF3N2O2P as an isolated structure, with properties calculated with wB97M-V/def2-TZVPD.

```
44
Properties=species:S:1:pos:R:3:forces:R:3:nbo_charge:R:1
C 0.545 -1.286 -2.300 0.0 -0.1 0.0 -0.1236
C 0.906 -0.248 -1.825 -0.3 0.3 0.7 -0.1082
C 1.267 0.944 -1.037 1.1 -0.4 -0.6 -0.1092
O 0.188 1.781 -0.690 0.2 -0.3 0.0 -0.5238
C -0.957 1.124 -0.198 -0.5 0.4 0.0 0.1163
C -2.066 1.131 -1.270 -0.7 -0.1 0.3 -0.2607
N -3.235 0.346 -0.944 -0.1 0.6 0.4 -0.4570
N -3.209 -0.965 -1.469 -0.2 -0.5 -0.7 -0.4428
C -4.121 -1.866 -0.759 1.2 0.1 0.4 -0.2362
C -3.473 -2.416 0.561 -0.8 0.6 -0.5 -0.6414
C -1.416 2.005 0.988 -0.6 -0.5 0.2 -0.5727
C -0.544 1.783 2.149 0.7 1.4 0.1 0.6589
O 0.244 2.638 2.556 -0.5 -0.6 0.4 -0.7262
Cl -0.596 0.262 3.066 -0.1 0.4 -0.2 -0.0026
P 2.187 0.432 0.569 -0.2 0.0 1.1 0.6941
C 3.950 0.899 0.404 0.4 -0.2 -0.5 -0.9584
C 2.240 -1.422 0.597 1.0 0.3 -0.5 -0.7060
C 3.304 -1.928 1.582 0.0 0.1 0.0 -0.6096
C 2.165 1.824 -1.946 -1.3 0.2 -0.9 0.9757
F 2.582 2.925 -1.314 0.2 -0.2 0.0 -0.3110
F 3.189 1.131 -2.435 0.1 0.2 0.3 -0.2993
F 1.415 2.232 -2.999 0.5 -0.1 0.5 -0.3048
H 0.236 -2.219 -2.711 0.0 0.0 -0.2 0.2627
H -0.751 0.129 0.213 0.1 -0.2 -0.5 0.1929
H -2.386 2.168 -1.410 0.2 0.1 0.0 0.2148
H -1.686 0.795 -2.232 0.2 -0.1 0.0 0.2529
H -3.486 0.370 0.049 0.2 -0.1 -0.1 0.3176
H -2.266 -1.349 -1.469 0.0 0.0 0.3 0.3195
H -4.339 -2.688 -1.436 -0.1 0.0 0.0 0.2217
H -5.040 -1.325 -0.547 -0.1 0.0 -0.2 0.2114
H -4.099 -2.155 1.415 0.0 -0.4 0.1 0.2134
H -3.341 -3.489 0.470 0.1 0.0 0.3 0.2325
H -2.509 -1.926 0.724 0.1 -0.1 -0.1 0.1714
H -1.400 3.057 0.705 0.3 0.0 0.1 0.2878
H -2.448 1.774 1.284 0.1 -0.3 -0.1 0.2765
H 4.500 0.560 1.282 -0.2 0.0 0.1 0.2453
H 4.098 1.973 0.324 -0.2 0.0 0.0 0.2613
H 4.440 0.435 -0.456 -0.1 0.0 0.0 0.2590
H 1.257 -1.842 0.796 -0.1 0.1 0.0 0.2342
H 2.573 -1.728 -0.398 -0.3 -0.2 0.0 0.2481
H 3.240 -1.448 2.563 -0.1 -0.1 0.1 0.1782
H 3.225 -3.006 1.712 -0.1 0.0 0.1 0.2458
H 4.306 -1.743 1.198 0.0 0.0 0.0 0.2249
Eu 1.311 2.331 4.636 0.0 -0.3 -0.6 1.8767
```
Forces are in eV/Å.

## Properties
Total charge: +2
Spin multiplicity: 8
Highest occupied orbital energy (alpha / beta), eV: -12.3 / -12.3
Expectation value of S²: 15.759


No. 4
Below is a 2-piece molecular cluster, C13H21ClF4NO2PS overall, with properties calculated with wB97M-V/def2-TZVPD.

```
44
Properties=species:S:1:pos:R:3:forces:R:3:nbo_charge:R:1
C 4.425 3.503 1.127 -8.3 -5.5 -3.8 -0.1982
C 3.345 2.833 0.484 6.7 4.1 5.0 -0.0973
C 2.035 1.969 -0.095 2.2 0.8 1.8 0.0452
C 0.802 2.284 0.939 2.9 2.6 0.9 -0.3152
N -0.510 1.545 0.586 1.7 0.4 1.6 -0.6488
P -0.993 2.337 -0.962 -3.6 2.3 -3.9 0.8486
S -2.861 2.177 -1.453 0.9 -0.2 0.4 -0.3846
C -1.509 1.938 1.605 -5.0 2.8 4.7 1.1447
F -2.795 1.217 1.655 5.2 2.2 -0.6 -0.2718
F -1.063 2.000 3.039 -0.9 -0.7 -5.2 -0.3002
F -1.890 3.387 1.369 1.5 -4.7 0.5 -0.3266
C -0.182 0.052 0.433 1.1 -4.7 -0.1 0.1513
C -1.360 -0.843 -0.262 -0.4 -1.4 -0.6 -0.5421
C -1.112 -1.307 -1.816 -2.8 -0.7 -1.1 0.1765
C -2.635 -1.644 -2.423 0.4 -0.9 0.4 -0.6866
F -0.376 -2.621 -1.940 -1.0 3.6 1.3 -0.3857
C 0.108 -0.683 1.903 -0.2 1.1 1.4 -0.4817
C 1.166 -1.905 1.918 0.9 -0.9 -0.8 -0.1686
C 0.762 -3.274 1.135 -0.2 -1.1 1.1 -0.6752
Cl 1.347 -2.405 3.736 -0.3 0.7 -1.5 -0.0885
C 1.194 -0.158 -0.495 0.2 1.1 -1.4 -0.1512
O 2.379 0.553 0.093 -2.5 1.1 -1.4 -0.5220
H 5.227 3.840 1.915 -1.9 -0.7 -2.2 0.3040
H 1.885 2.322 -1.192 0.2 -0.9 1.8 0.2394
H 0.642 3.466 0.939 0.0 -2.7 0.0 0.2882
H 1.223 2.017 1.995 -1.2 0.1 -2.1 0.3105
H -0.239 1.925 -2.114 0.4 -0.2 1.3 0.0736
H -0.724 3.780 -0.855 0.6 -1.6 0.5 0.0651
H -1.480 -1.859 0.356 0.5 2.4 -1.4 0.2755
H -2.435 -0.379 -0.253 2.3 -0.5 0.1 0.2903
H -0.687 -0.475 -2.523 -0.2 -2.0 1.3 0.1933
H -2.556 -2.098 -3.520 0.4 1.1 2.1 0.3448
H -3.363 -0.727 -2.351 1.6 -1.6 -0.2 0.2014
H -3.067 -2.503 -1.749 0.8 1.6 -1.1 0.2032
H -0.946 -1.054 2.320 2.4 0.7 -0.9 0.2567
H 0.536 0.085 2.712 -1.0 -1.6 -1.9 0.2463
H 2.282 -1.625 1.600 -2.7 -0.2 0.8 0.2509
H 1.102 -3.348 0.018 -1.0 0.5 2.1 0.2603
H -0.398 -3.501 1.294 2.6 0.5 -0.6 0.2241
H 1.316 -4.168 1.701 -1.1 2.1 -1.3 0.2543
H 1.096 0.336 -1.572 -0.2 -1.3 2.2 0.2146
H 1.434 -1.284 -0.725 -0.7 2.2 1.0 0.3085
O -0.691 -2.954 -4.727 -0.6 0.3 -1.0 -1.3081
H -0.435 -2.754 -3.845 0.4 0.0 0.8 0.3812
```
Forces are in eV/Å.

## Properties
Total charge: 0
Highest occupied orbital energy, eV: -4.7


No. 5
Below is one molecule with the formula C13H21N3O2S, with properties calculated with wB97M-V/def2-TZVPD.

```
40
Properties=species:S:1:pos:R:3:forces:R:3:nbo_charge:R:1
C 4.814 0.643 1.300 -0.3 -0.1 -0.3 -0.6171
C 3.653 0.751 0.325 0.1 0.1 0.2 -0.0762
O 3.574 -0.464 -0.403 0.2 0.0 0.3 -0.5443
C 2.703 -0.441 -1.501 -0.3 0.0 -0.3 -0.0515
C 1.218 -0.326 -1.135 0.4 -0.2 0.2 -0.4463
C 0.821 -1.407 -0.130 0.3 0.3 -0.1 -0.2222
N -0.546 -1.284 0.324 -0.4 0.0 0.3 -0.4574
C -1.579 -1.996 -0.421 -0.1 -0.4 -0.1 -0.0376
N -2.905 -1.501 -0.187 -0.1 -0.1 0.0 -0.4331
C -3.306 -0.327 -0.960 0.1 0.2 0.3 -0.2595
C -2.571 0.944 -0.676 0.4 0.0 -0.9 0.2345
C -1.590 1.594 -1.366 -0.6 -0.3 0.2 -0.2926
C -1.259 2.741 -0.605 -0.3 0.2 0.4 -0.3157
C -2.065 2.706 0.488 0.6 0.5 -0.4 0.1110
O -2.868 1.630 0.452 -0.4 -0.2 0.1 -0.4171
C -3.146 -1.415 1.230 -0.1 -0.5 0.1 -0.0527
N -2.111 -0.657 1.905 -0.1 -0.2 -0.1 -0.6258
C -0.857 -0.546 1.407 -0.1 -0.1 0.1 0.3151
S 0.221 0.469 2.150 0.5 0.5 0.5 -0.3011
H 4.902 1.562 1.872 0.0 0.1 0.1 0.2092
H 5.741 0.461 0.762 0.1 0.0 0.0 0.2066
H 4.641 -0.184 1.983 0.0 -0.1 0.1 0.2132
H 3.815 1.587 -0.373 0.0 -0.1 0.0 0.1527
H 2.722 0.935 0.878 0.0 0.0 -0.1 0.1914
H 2.882 -1.388 -2.018 0.0 0.1 -0.1 0.1799
H 2.966 0.387 -2.180 0.0 -0.1 0.0 0.1628
H 0.630 -0.419 -2.050 0.0 0.1 -0.1 0.1958
H 1.015 0.650 -0.693 -0.1 0.0 0.0 0.2309
H 1.475 -1.325 0.742 -0.1 -0.1 -0.1 0.2497
H 0.945 -2.400 -0.569 0.0 0.0 0.0 0.1924
H -1.348 -1.918 -1.487 0.0 0.0 0.1 0.2004
H -1.560 -3.061 -0.135 0.1 0.1 -0.1 0.1884
H -3.179 -0.578 -2.016 0.0 0.1 0.1 0.2201
H -4.373 -0.181 -0.764 0.0 0.0 -0.1 0.2170
H -1.164 1.299 -2.303 0.0 -0.1 -0.2 0.2248
H -0.520 3.479 -0.838 0.1 0.2 0.0 0.2304
H -2.153 3.356 1.335 -0.1 0.0 0.2 0.2076
H -4.115 -0.947 1.413 0.1 0.0 0.0 0.2075
H -3.166 -2.442 1.627 -0.1 0.2 -0.1 0.1864
H -2.356 0.012 2.617 0.1 0.0 -0.1 0.4228
```
Forces are in eV/Å.

## Properties
Total charge: 0
SMILES string: CCOCCCN1CN(Cc2ccco2)CNC1=S
ΔE to the lowest compared entry with this formula, charge and spin, eV: 1.568
Highest occupied orbital energy, eV: -7.8


Number 1: energy -42312.97901 eV. Number 2: energy -101722.79928 eV. Number 3: energy -70169.55248 eV. Number 4: energy -62905.54532 eV. Number 5: energy -33221.57601 eV.